A molecular structure, C18H37F3N2O20PS2, computed with ωB97M-V/def2-TZVPD.

Geometry (Å):
N  0.8172  2.3847  -5.7367
P  -0.0632  2.2799  -7.1862
O  1.0574  2.1124  -8.3460
S  -0.9669  0.2827  -7.1078
O  -1.5404  0.1807  -5.7678
O  -1.9687  0.3146  -8.1524
N  0.0668  -0.8959  -7.4960
S  1.2254  -1.2280  -6.4673
O  2.0507  -0.0690  -6.1483
O  1.9721  -2.3540  -6.9916
C  0.5437  -1.8299  -4.9025
C  1.3027  -3.1055  -4.5334
C  0.9008  -3.7064  -3.2038
F  0.0335  -2.9807  -2.4436
F  1.9871  -3.9395  -2.4147
F  0.2923  -4.9167  -3.3791
H  0.3792  1.8202  -5.0204
H  1.7793  2.0951  -5.8501
H  1.7905  1.5569  -8.0391
H  0.6850  -1.0542  -4.1645
H  -0.5126  -2.0050  -5.0432
H  1.0953  -3.8269  -5.3055
H  2.3526  -2.8617  -4.5138
C  -4.8866  5.1112  -3.7996
O  -5.1575  3.7127  -3.7767
C  -4.9115  3.0978  -4.9438
O  -4.5168  3.6438  -5.9355
O  -5.1909  1.8114  -4.8012
C  -4.9470  1.0279  -5.9840
H  -5.1237  5.4821  -2.8062
H  -3.8370  5.2967  -4.0175
H  -5.5111  5.6136  -4.5360
H  -3.8986  1.0557  -6.2610
H  -5.5677  1.3806  -6.8053
H  -5.2212  0.0054  -5.7454
C  -1.7734  -3.8354  0.6593
O  -3.1758  -3.6519  0.8672
C  -3.5783  -2.3866  0.8214
O  -2.8748  -1.4299  0.6424
O  -4.8941  -2.3656  1.0096
C  -5.4660  -1.0563  0.9621
H  -1.5971  -4.9048  0.7201
H  -1.4783  -3.4766  -0.3237
H  -1.1984  -3.3284  1.4322
H  -5.3023  -0.6027  -0.0094
H  -5.0468  -0.4267  1.7448
H  -6.5310  -1.1863  1.1282
C  -0.1571  0.1417  2.8395
O  0.5456  -0.7932  3.6719
C  1.7953  -1.0324  3.2876
O  2.3537  -0.5412  2.3467
O  2.3271  -1.9150  4.1346
C  3.6780  -2.2680  3.8311
H  -1.1515  0.2514  3.2598
H  0.3379  1.1100  2.8461
H  -0.2415  -0.2323  1.8224
H  4.3234  -1.3932  3.8744
H  3.7440  -2.7326  2.8499
H  3.9885  -2.9811  4.5885
C  10.2344  -1.4214  4.9987
O  8.8298  -1.2375  5.1832
C  8.4370  0.0337  5.1441
O  9.1503  0.9851  4.9762
O  7.1207  0.0653  5.3237
C  6.5537  1.3786  5.3008
H  10.4080  -2.4914  5.0534
H  10.5457  -1.0501  4.0250
H  10.7942  -0.9190  5.7845
H  6.7250  1.8538  4.3380
H  6.9687  1.9892  6.0995
H  5.4876  1.2487  5.4573
C  -4.0061  4.1966  6.5022
O  -3.2342  3.2442  5.7703
C  -3.0326  2.0951  6.4110
O  -3.4367  1.8229  7.5094
O  -2.3089  1.3062  5.6254
C  -2.0104  0.0236  6.1831
H  -4.0881  5.0713  5.8650
H  -4.9984  3.8050  6.7152
H  -3.5058  4.4653  7.4301
H  -2.9229  -0.5344  6.3814
H  -1.4284  0.1242  7.0963
H  -1.4195  -0.5103  5.4457

Cartesian forces (eV/Å) of the 3 atoms listed first:
0.11 0.43 -0.31
-1.03 0.81 -0.14
0.50 0.01 0.41

Its total charge is -1. The LUMO energy comes out at 1.7 eV. For the total energy, the calculation gives -3759.87329 Ha. As for the HOMO-LUMO gap: 6.97 eV. For the highest occupied orbital energy, the calculation gives -5.234 eV.